Below is one molecule with the formula C4H8O3, with properties calculated with wB97M-V/def2-TZVPD.

Values from the calculation:
multiplicity: 1
energy: -10414.428 eV
ΔE to the lowest compared entry with this formula, charge and spin: 151.6 kcal/mol
E_LUMO: 0.77 eV

Each line ends with the natural charge from an NBO analysis.
CARTESIAN COORDINATES (ANGSTROEM)
O  0.96  2.01  0.59  -0.72
C  -0.27  1.34  0.84  -0.16
C  -0.71  0.28  -0.16  0.05
C  -0.12  -1.40  0.23  -0.05
O  -1.07  -2.23  -0.32  -0.70
C  0.70  -0.26  -1.01  -0.04
O  -0.22  0.66  -1.45  -0.52
H  0.89  2.34  -0.32  0.47
H  -0.19  0.92  1.85  0.19
H  -1.09  2.07  0.86  0.19
H  0.82  -1.98  0.21  0.19
H  -0.24  -1.14  1.29  0.19
H  -1.86  -1.66  -0.36  0.49
H  0.81  -1.09  -1.71  0.22
H  1.60  0.13  -0.55  0.21